C40H54BrCrN5O4S2Sb2 as an isolated structure. Source: OMol25; level of theory: ωB97M-V/def2-TZVPD.

The geometry in ORCA input format:
```
! RIJCOSX wB97M-V def2-TZVPD def2/J DEFGRID3
* xyz 1 2
N 2.1103 -0.7404 3.6555
H -2.4080 1.5973 -4.7482
C 4.4875 -0.7395 4.9925
Cr -1.6712 -0.7622 -0.2532
C 8.6901 -0.8683 4.1515
C 7.2163 -0.8176 4.4637
H 0.3405 4.8052 -6.4596
H 4.0445 -1.8647 -4.4434
H -3.0592 -1.6749 2.6772
H 0.0002 3.1901 -2.8229
H 4.1952 -0.0898 -4.5618
N -3.7447 -0.6694 -0.1039
H -3.7788 2.6739 -2.9739
H -4.8678 3.2940 2.4278
C -5.6876 0.0163 1.1182
H 2.4721 3.6424 -7.0416
H 0.0850 -3.1999 0.3461
H 0.4022 -2.2809 1.8163
H 4.7144 1.3847 5.1709
C -5.9315 -0.9702 -1.0373
H -3.3121 4.2106 4.9511
Sb 1.9392 -0.6898 -3.1751
H -1.6522 0.0032 -4.7917
H -3.5934 -2.9988 0.9443
H 8.8553 -1.2430 3.1399
H 0.2462 -1.0320 -5.2683
H 9.2127 -1.5396 4.8356
N -2.8581 3.2431 3.0611
O 0.1483 -0.6009 -0.1274
Sb -1.6540 1.1463 -2.3129
H -4.0767 -1.5248 -1.9505
C -4.3224 -0.1382 0.9864
C -2.3117 -4.7958 -2.7569
H -1.5977 3.8062 -2.3360
H -1.4221 3.5507 -5.2881
C 1.1195 -0.3783 -5.1794
Br -8.3472 -0.2111 0.2028
O 2.3221 -1.9010 5.7933
S 2.7475 -0.6857 5.1686
C -0.2831 -2.9710 1.3404
N -1.6328 -2.3626 1.2766
H -3.6547 3.6887 1.1924
C -3.9262 3.8074 2.2362
S -1.6834 1.7501 1.0600
C 1.6803 3.1167 -6.5214
H 3.2496 1.5060 -2.3287
H -2.8682 -5.5922 -0.8345
H -1.1680 2.7018 5.8034
C 6.4681 -1.9961 4.5174
C -2.0200 -1.9875 2.6512
H -6.0990 0.4487 2.0189
C 0.4987 3.7675 -6.1909
C -2.6852 3.5112 4.4210
C -6.5019 -0.4026 0.0826
H -4.3126 0.9842 -2.8791
H -2.4710 -4.3161 1.2711
H 2.0543 2.0216 -3.5497
C -2.3608 -3.5076 -0.7333
H -0.4043 1.4582 3.7076
H 9.1475 0.1172 4.2262
C 1.8335 1.7806 -6.1902
C -2.5463 -4.7136 -1.3879
H 4.6109 -0.9265 -3.0423
H 7.1498 1.3109 4.6869
H -3.6612 0.1736 1.7750
C -0.8150 3.0845 -2.1109
C -0.3351 1.7085 -5.1762
H 1.9086 -0.7698 -5.8240
C 6.5746 0.3923 4.7023
H -1.3876 -1.1732 3.0033
H -2.4463 -5.7403 -3.2710
H -0.4526 3.2315 -1.0991
H 2.7550 1.2687 -6.4546
C -2.5851 -3.3640 0.7432
N -1.1974 2.0785 3.7287
H -4.0354 4.8633 2.4718
C 5.2111 0.4439 4.9640
H -1.6872 -3.7414 -4.5221
C 0.8434 1.0519 -5.5210
C 3.9389 -0.9222 -3.9029
O 2.4094 0.6071 5.6936
H 2.5588 1.2585 3.2078
H 3.3728 0.1068 2.1434
C -0.4864 3.0556 -5.5304
H 0.3477 0.2417 2.2511
C 1.3011 -0.5036 0.5323
H 1.2102 1.4410 1.3094
H 2.2528 -1.6755 3.2785
C 1.2791 0.4303 1.7164
C -1.9373 2.3531 2.6371
H -0.3305 -3.8830 1.9401
C -1.8904 -3.6740 -3.4588
H -4.0838 1.9240 -1.3848
C 2.2218 1.3881 -2.6746
C -4.5565 -1.0814 -1.0895
H 4.5354 -2.8874 4.8415
C 5.1108 -1.9706 4.7765
H 6.9646 -2.9477 4.3609
C -1.7118 -2.4630 -2.7963
C 2.4454 0.3174 2.6728
H -1.3869 -1.6065 -3.3705
H -6.5331 -1.3248 -1.8636
H 1.5499 1.6910 -1.8713
C -1.9376 -2.3604 -1.4234
C -3.7064 1.7522 -2.3954
C -1.6385 2.7833 4.8384
H -1.9018 -2.8359 3.3309
O 2.2887 -1.1070 0.2075
C -1.5044 1.0430 -4.4906
*
```

## Properties
Highest occupied orbital energy (alpha / beta) (eV): -9.606 / -9.607
Strongest force on any atom (eV/Å): 1.50
Total energy (eV): -191200.3343

=====

An isolated ion of composition C15H25BrFNO3P and charge +1. Source: OMol25; level of theory: ωB97M-V/def2-TZVPD.

The geometry in ORCA input format:
```
! RIJCOSX wB97M-V def2-TZVPD def2/J DEFGRID3
* xyz 1 1
H -2.4877 -3.3174 0.8620
C -1.4038 -3.0932 0.6533
H 0.0375 -4.3585 1.7354
O -0.8814 0.9718 -4.2352
H -1.2869 -3.3899 3.8273
H 1.8763 -3.3992 -1.4214
F -3.5759 2.4655 1.0107
C 3.6145 -0.3296 0.8075
H -0.9822 2.1405 -1.0326
H 3.9136 0.7588 0.8367
H 3.1402 -0.2861 -1.3419
H 2.4262 1.9837 -2.7604
C -0.5786 -3.4455 1.9688
H 0.9670 2.8358 -1.9824
N -1.0844 1.1805 -0.6842
C -0.9401 4.0185 2.6503
C 2.5650 -0.4324 -0.3907
H -1.6519 0.4605 -3.9230
H 4.4836 -1.0178 0.6787
H -0.3537 -3.2863 -1.8702
H 1.8805 0.4591 -0.2556
H -1.7283 4.1966 0.5927
H -0.2844 3.0975 0.7567
C -1.2656 3.3994 1.2300
H -1.0994 -3.8173 -0.1513
H 3.0238 -0.5274 1.7460
C -0.5999 -1.2136 -1.0559
H -0.7811 3.2398 3.4397
C -1.2917 -1.6088 0.2094
H 0.0076 4.6245 2.5651
O -1.5465 -3.7906 2.9820
H 2.3140 -1.9505 -2.3870
O 1.8790 -1.6845 -0.2919
C -0.5206 0.1899 -1.4985
C -2.2463 2.1467 1.3233
H -1.7331 4.7653 2.9414
P 0.3586 0.6608 -3.1054
H 0.1081 -2.6198 2.2920
C 0.0978 -2.2647 -2.0038
C 1.6460 -2.3000 -1.5604
C 1.3424 2.2456 -2.8648
C -1.8582 -0.4755 0.9992
Br -2.7747 -0.8311 2.6766
H 1.2496 2.8437 -3.8154
H -0.0374 -1.9921 -3.0784
C -1.7087 0.9044 0.5156
H -2.2286 1.8431 2.4100
*
```

## Properties
Highest occupied orbital energy (eV): -11.864
SMILES: CCOCCc1c(P(C)O)[nH+]c([C@H](F)CC)c(Br)c1CCO
Strongest force on any atom (eV/Å): 2.58
Total energy (eV): -105632.7572

=====

C4H6N2O as an isolated structure. Source: OMol25; level of theory: ωB97M-V/def2-TZVPD.

The geometry in ORCA input format:
```
! RIJCOSX wB97M-V def2-TZVPD def2/J DEFGRID3
* xyz 0 1
H -2.5377 1.0338 -0.7727
C -0.6553 0.0840 -0.2028
H 3.3001 0.2277 0.6190
C -0.3092 -1.2151 -0.4298
N 2.8002 0.3514 -0.2600
H -2.6715 -0.4689 0.1489
N 1.0593 -1.4051 -0.6686
O 0.3546 0.9121 -0.2058
H 2.3580 1.2645 -0.2857
C 1.6773 -0.3723 -0.4294
C -2.0950 0.4573 0.0436
H -2.2244 1.0318 0.9662
H -0.9990 -1.9912 -0.6807
*
```

## Properties
Highest occupied orbital energy (eV): -8.004
Strongest force on any atom (eV/Å): 1.98
Total energy (eV): -9271.0659

=====

The molecule C17H18ClNO3S. Source: OMol25; level of theory: ωB97M-V/def2-TZVPD.

The geometry in ORCA input format:
```
! RIJCOSX wB97M-V def2-TZVPD def2/J DEFGRID3
* xyz 0 1
H -5.4581 -1.4445 1.7182
H -1.7851 2.5634 -2.3753
H -0.3637 -0.3863 2.8030
C 0.0047 1.2703 0.6378
Cl 5.8954 -2.8624 -0.3485
C 1.1360 1.3272 1.5753
H -4.2209 -2.6118 -0.9690
C 3.6544 1.0388 -0.3072
C 4.7519 -1.0540 -1.5433
S 2.7057 2.5737 -0.3456
O 1.2720 0.9298 2.6926
H -2.4634 1.1405 -2.8381
C -1.0340 0.2042 0.7024
H -4.0897 -3.3198 0.7084
N -0.0951 1.5870 -0.6360
C 5.1137 -1.4487 -0.3353
H -5.7870 -0.7872 -0.0971
C 3.8996 0.3744 1.0236
H 5.0829 -1.3736 -2.3930
O -3.1568 -1.7564 0.1505
C -1.6328 1.4040 -2.5973
C 2.0684 2.7833 1.0333
H -1.0112 -1.8036 1.6161
C -1.2374 1.0926 -1.3324
C -1.0927 -0.9193 1.8946
H -6.5649 -2.2457 0.5156
C -4.1714 -2.4182 0.1082
H -2.1914 -0.6434 2.5291
O -3.6381 -0.7466 -1.5257
C 4.6405 -0.7099 0.6238
H 0.4636 2.1823 -1.0712
H 4.8414 -1.3792 1.6805
C -1.7426 0.1319 -0.4930
C 4.0904 0.4886 -1.5885
H -0.7879 1.2404 -3.4916
H 2.6546 2.8745 1.7845
H 3.7043 0.8096 1.8075
H 3.7403 0.7729 -2.3821
C -5.5552 -1.6969 0.6085
H 1.3127 3.6103 1.0791
C -2.9528 -0.7922 -0.6222
*
```

## Properties
Highest occupied orbital energy (eV): -7.805
SMILES: CCOC(=O)c1c(C)[nH]c(C(=O)CSc2ccc(Cl)cc2)c1C
Strongest force on any atom (eV/Å): 15.65
Total energy (eV): -48896.3160

=====

A 2-piece molecular cluster, C5H12NOS overall. Source: OMol25; level of theory: ωB97M-V/def2-TZVPD.

The geometry in ORCA input format:
```
! RIJCOSX wB97M-V def2-TZVPD def2/J DEFGRID3
* xyz -1 1
H 0.4815 -2.2068 0.5583
C 1.8979 -0.6230 -1.1217
H -2.2252 1.2456 1.6608
S -1.3123 -0.9835 -1.2138
C -1.5058 0.8285 0.9262
H 1.4083 -1.5208 -1.5340
H 1.3868 -1.7300 2.1583
H 0.1632 0.1259 -1.7834
H -0.7803 2.6972 0.2281
N -0.4059 1.8499 0.6770
H -1.0382 -0.0602 1.4086
O 1.1788 0.4990 -1.6452
H 2.4316 0.1673 0.8328
H 0.1776 1.4058 -0.0544
C 1.2338 -1.6163 1.0856
H -2.6417 1.1511 -0.8573
H -3.0964 -0.2267 0.0509
C 1.8956 -0.6698 0.3760
H 2.9463 -0.6360 -1.4611
C -2.1957 0.3029 -0.2918
*
```

## Properties
Highest occupied orbital energy (eV): -3.171
Strongest force on any atom (eV/Å): 1.92
Total energy (eV): -19752.2289

=====

C32H34CsF12N3O2 as an isolated structure. Source: OMol25; level of theory: ωB97M-V/def2-TZVPD.

The geometry in ORCA input format:
```
! RIJCOSX wB97M-V def2-TZVPD def2/J DEFGRID3
* xyz -2 1
H 1.8155 -3.7978 -2.6302
H -1.7679 0.3621 -4.5143
N -2.0661 2.3370 -1.5767
F 3.8177 -3.0043 0.0965
C 2.7814 -1.5344 1.7069
F -0.2052 4.2231 3.5462
H -0.8518 -2.1678 4.0506
F -3.4249 3.0613 1.5567
H 1.0721 -1.8260 -4.7610
C -0.0398 -4.0112 -0.3371
H 4.0534 -2.7328 7.3793
H 0.6674 -4.6757 -0.8385
H -2.7172 0.6683 -0.7543
C -0.6918 -3.0816 -1.3301
C 3.7845 -2.7209 1.4107
H -3.2961 -4.1858 -0.1570
C 1.5764 -2.7709 -2.3301
F -2.9465 3.6981 3.5720
H -4.6675 -2.3925 -1.5865
C -1.7912 0.9474 3.0262
H -3.2602 -2.3995 4.4107
H -4.5222 -1.6946 -3.1947
H 5.2697 -1.8859 6.4196
C -3.7177 -0.4048 3.7644
H -3.6215 1.8983 -0.3607
H -0.2780 -0.8343 -5.2767
C 0.3368 -1.0981 -4.4187
C 0.0895 -2.5153 -2.3489
C -2.8398 -3.1987 -0.0161
C -2.0475 -2.7506 -1.2241
H -2.5042 3.2000 -1.8650
N -3.1664 1.4792 -1.1638
F 1.0854 2.7138 2.7783
C 2.1448 -1.4527 6.0278
F -1.9333 4.5411 1.8755
C -2.6395 -1.9287 -2.1893
H -3.0156 -0.8136 -4.9600
C -0.8942 -0.1414 3.3498
O 1.7285 -1.7305 0.9324
F 5.0969 -2.5391 1.7438
C 3.4504 -1.9475 4.1151
F 4.2199 -0.3979 0.0697
C 1.2007 -0.8916 5.2003
F 4.4626 0.2349 2.1148
C -0.1216 2.8678 3.3230
H 4.7724 -3.5115 5.9640
H 1.9515 -2.6224 -1.3129
H -3.2254 0.2620 -3.5614
H 2.1248 -2.0947 -2.9827
H 4.3684 -2.3589 3.7252
H 1.9870 -1.4545 7.1048
H -2.2003 -3.2476 0.8645
O -0.8554 2.1629 1.1350
C -1.8579 -1.3479 -3.1936
H -1.5143 2.5445 -0.7408
C 4.4080 -2.5595 6.3595
C -4.1261 -1.6551 -2.1774
C 3.3113 -1.9847 5.4965
C 1.3261 -0.8232 3.7846
Cs 0.1010 0.0009 0.5023
C 2.5035 -1.4263 3.2337
C 3.5404 -0.2269 1.2386
H 0.8788 -0.1995 -4.1050
C -3.1477 0.7679 3.2717
C -2.5001 -0.3360 -4.1160
H 0.3189 -0.4300 5.6304
C -2.8612 -1.4591 4.0374
C -1.2771 2.2798 2.3922
H -5.4609 -1.4000 4.5518
F -0.0868 2.3465 4.5706
F 3.4093 -3.8655 2.0089
H -3.6342 -2.4916 0.2190
H -0.7696 -4.6380 0.1729
H -4.3481 -0.6588 -1.7820
C -1.5037 -1.3298 3.8362
H -5.7469 -0.5823 3.0129
F 2.6902 0.7813 1.0131
H -5.6080 0.3595 4.4965
C -5.2101 -0.5118 3.9666
C -0.4988 -1.6665 -3.2931
N 0.4226 -0.0911 3.0862
C -2.3908 3.3829 2.3770
H -3.8391 1.5726 3.0901
H 0.5350 -3.4344 0.4047
*
```

## Properties
Highest occupied orbital energy (eV): -0.861
Strongest force on any atom (eV/Å): 4.00
Total energy (eV): -75461.2600

=====

C32H45N5O4PS2V as an isolated structure. Source: OMol25; level of theory: ωB97M-V/def2-TZVPD.

The geometry in ORCA input format:
```
! RIJCOSX wB97M-V def2-TZVPD def2/J DEFGRID3
* xyz 0 3
H -4.9482 -2.4206 -0.0210
H 1.4895 5.2086 -0.2615
H 4.2396 -3.1473 1.2870
H -0.1772 3.1051 0.8566
H 3.5373 3.1018 -2.4967
O 0.0062 1.7989 -1.6170
O -2.1966 -1.0460 3.2054
N 1.8347 3.1900 0.3150
H -2.7213 -3.5605 0.1953
H 3.4361 3.9301 -4.7923
C -4.2149 0.1746 2.6754
H 0.7635 4.3034 1.7392
H 1.8133 0.3626 2.2612
C -4.1561 -1.2563 4.7454
C -3.0957 0.4687 -2.9106
C 1.7754 -4.2435 -0.7440
H 2.1842 4.1752 -1.5222
H -3.5303 -1.6734 5.5303
C 1.4730 4.2056 -0.7024
H 1.2967 -5.1626 -1.0578
C 2.9707 -1.8809 0.0956
N 3.4465 0.5044 0.1463
C 2.2682 2.2502 -5.4981
H -5.0354 0.7539 3.1048
H -3.6340 0.8335 2.0259
H -1.4220 -0.1002 1.5036
H -4.6334 -0.6316 2.0726
H 1.1335 0.4290 -5.7633
C -3.5254 -3.7528 0.9120
H -1.6325 1.8952 -3.5932
C -3.3481 -0.4008 3.7861
C 0.9013 2.3273 2.5560
C -3.4808 -0.4059 -1.8904
C 0.8274 0.8233 2.1987
H -2.9888 -1.1505 0.0629
C 2.9475 2.9993 -4.5338
C -0.8480 0.2375 0.6426
C -1.5253 0.2468 -0.6302
H 0.4854 3.9902 -1.0980
C 3.4154 -3.1304 0.5814
C 3.7389 -0.7253 0.4136
S -1.9522 -3.7821 4.3908
H 5.4146 1.0345 0.6586
C -4.8715 -3.4699 0.2719
C 1.6785 1.0568 -5.0696
C 4.0486 2.5183 1.4378
C 2.9899 2.5344 -3.2403
H 4.6472 2.0340 -0.5660
H 3.1519 -5.2444 0.5910
N 2.4196 1.4006 -2.8154
C 0.7715 3.2731 1.3631
C 1.8928 -1.8314 -0.8217
H -4.3830 -0.9950 -1.9871
H 0.1735 0.2767 2.8806
V 1.5834 1.1030 -0.7345
S -0.4723 -2.6537 1.5588
C 2.8237 -4.2959 0.1898
O -3.3900 -2.7983 1.9757
P -1.9990 -2.6198 2.8199
H 0.0809 2.5826 3.2295
O 1.4597 -0.7181 -1.3501
N 2.1543 2.6806 -6.7890
H 1.3008 -0.2242 -3.4026
H -2.9112 0.4274 4.3517
H -5.6782 -3.6902 0.9745
C -1.1124 1.0944 -1.6805
C -2.7092 -0.4935 -0.7554
C 4.4707 1.5107 0.3813
H -4.1887 -5.3789 2.1606
H 0.5020 -3.0032 -1.9426
H -5.0049 -4.0890 -0.6175
H 2.7706 3.4055 -7.1110
N 0.3399 0.6919 0.8368
C 1.3342 -3.0502 -1.2522
H 4.9422 3.0187 1.8190
H 2.9289 4.3312 1.7047
H -3.5541 -5.8718 0.5740
H 4.6993 -0.9248 0.8971
C -1.9421 1.2184 -2.8063
H 1.8538 2.0233 -7.4869
H -4.6369 -2.0835 4.2226
H 3.6850 4.1565 0.1351
C 3.1364 3.6114 0.9057
H 3.6053 1.9898 2.2821
C 1.7707 0.6830 -3.7507
H -4.9290 -0.6273 5.1942
C -3.4200 -5.1818 1.4108
H -2.4473 -5.3638 1.8663
H 1.8138 2.5462 3.1119
H -3.7118 0.5614 -3.7970
*
```

## Properties
Highest occupied orbital energy (alpha / beta) (eV): -6.249 / -6.248
Strongest force on any atom (eV/Å): 0.50
Total energy (eV): -106207.8362